The molecule C2H2O4S in a non-equilibrium geometry. Source: the OMol25 dataset; level of theory: wB97M-V/def2-TZVPD.

Results
LUMO energy = -0.01251 Ha
Highest occupied orbital energy = -10.945 eV
HOMO-LUMO gap = 10.60 eV
Structure (SMILES) = O=C[C@H]1OS1(=O)=O
Charge = 0

Each line ends with the Mulliken charge.
Element x y z (Å)
O -0.674 -1.837 0.213  -0.393
C -1.116 -0.794 -0.164  -0.008
C -0.537 0.457 0.277  0.058
O 0.475 0.231 1.306  -0.314
S 1.183 0.356 -0.150  0.951
O 1.845 1.559 -0.421  -0.506
O 1.661 -0.882 -0.668  -0.483
H -1.989 -0.581 -0.865  0.270
H -0.848 1.491 0.472  0.425